(1)
16
Properties=species:S:1:pos:R:3:nbo_charge:R:1 method="wB97M-V/def2-TZVPD" homo_lumo_gap_ev=8.671
C 0.958 1.667 1.328 -0.375
C 1.222 0.532 1.258 -0.219
C -1.555 -1.319 -0.271 0.676
C -0.079 -1.791 -0.296 -0.411
C 0.886 -0.879 -0.584 0.024
C -0.475 1.087 -0.418 0.823
H 0.693 2.708 1.697 0.277
H 1.223 -0.567 1.171 0.236
H -2.456 0.297 -0.578 0.422
H 0.343 -2.830 -0.626 0.258
H 1.981 -1.108 -0.687 0.236
H 1.365 1.279 -0.460 0.485
N -1.488 0.084 -0.550 -0.676
N 0.804 0.492 -0.518 -0.633
O -2.581 -1.902 0.042 -0.556
O -0.843 2.250 -0.509 -0.568


(2)
84
Properties=species:S:1:pos:R:3:lowdin_charge:R:1 method="wB97M-V/def2-TZVPD" homo_lumo_gap_ev="4.489 / 4.476" total_charge=+1
Au 0.270 0.972 0.398 1.054
N -4.829 1.546 -2.180 0.236
C -3.374 1.152 -1.928 -0.250
C -3.334 -0.309 -1.450 -0.070
C -2.990 -0.508 0.034 -0.327
N -1.544 -0.651 0.294 0.046
C -3.594 0.641 0.845 -0.100
C -3.008 2.015 0.493 -0.345
N -1.756 2.227 1.239 0.034
C -2.710 2.153 -1.007 -0.104
H -5.223 0.939 -2.899 0.174
H -4.878 2.513 -2.503 0.171
H -5.384 1.450 -1.329 0.160
H -2.867 1.196 -2.897 0.138
H -2.614 -0.841 -2.070 0.119
H -4.307 -0.775 -1.630 0.127
H -3.488 -1.432 0.353 0.146
H -1.151 -1.350 -0.331 0.089
H -1.421 -0.992 1.246 0.033
H -3.453 0.447 1.910 0.095
H -4.674 0.649 0.669 0.122
H -3.746 2.774 0.786 0.140
H -1.871 1.988 2.219 0.093
H -1.465 3.196 1.179 0.093
H -1.649 1.973 -1.162 0.079
H -2.907 3.174 -1.350 0.129
C -0.440 -0.556 5.032 -0.056
C -0.920 -1.651 4.075 -0.351
C -2.121 -1.136 3.272 -0.083
C 0.198 -2.156 3.185 -0.152
C 0.379 -3.518 3.026 -0.052
C 1.481 -4.030 2.353 -0.089
C 2.500 -3.162 1.988 -0.063
C 2.376 -1.790 2.130 -0.139
C 3.601 -0.915 1.928 -0.359
C 3.649 -0.279 0.535 -0.073
C 3.720 0.154 3.018 -0.059
C 1.104 -1.247 2.536 -0.328
O 0.757 -0.007 2.360 -0.201
H -1.251 -0.263 5.702 0.079
H -0.106 0.319 4.478 0.067
H 0.387 -0.913 5.646 0.090
H -1.252 -2.503 4.674 0.134
H -1.845 -0.194 2.794 0.038
H -2.970 -0.954 3.934 0.094
H -2.432 -1.867 2.521 0.086
H -0.342 -4.200 3.465 0.113
H 1.586 -5.096 2.204 0.099
H 3.436 -3.570 1.621 0.116
H 4.470 -1.574 2.011 0.133
H 2.719 0.254 0.340 0.009
H 3.780 -1.036 -0.236 0.078
H 4.480 0.428 0.469 0.086
H 2.900 0.868 2.957 0.064
H 4.662 0.694 2.908 0.079
H 3.704 -0.304 4.007 0.088
Br 3.379 -5.012 -3.260 0.749
C 2.317 -3.441 -3.144 -0.675
C 1.954 -2.970 -1.893 -0.117
C 1.180 -1.825 -1.804 -0.039
C 0.755 -1.166 -2.952 -0.139
C 1.130 -1.657 -4.199 -0.014
C 1.923 -2.787 -4.302 -0.107
C -0.174 0.020 -2.875 -0.608
O -1.003 0.163 -3.784 0.020
O -0.065 0.815 -1.878 -0.147
H 2.267 -3.495 -1.001 0.093
H 0.907 -1.432 -0.833 0.076
H 0.793 -1.138 -5.086 0.121
H 2.222 -3.161 -5.271 0.106
F 1.299 3.460 -5.394 0.108
C 1.424 3.300 -4.082 -0.251
C 2.289 2.327 -3.602 0.026
C 2.399 2.154 -2.243 -0.006
C 1.629 2.923 -1.347 -0.314
C 1.657 2.669 0.062 -0.048
C 0.788 3.916 -1.880 -0.027
C 0.690 4.119 -3.237 0.015
H 2.851 1.721 -4.298 0.134
H 3.063 1.392 -1.854 0.124
H 1.216 3.444 0.684 0.081
H 2.583 2.276 0.467 0.068
H 0.219 4.544 -1.203 0.118
H 0.066 4.897 -3.654 0.125


(3)
17
Properties=species:S:1:pos:R:3:lowdin_spin:R:1 method="wB97M-V/def2-TZVPD" homo_lumo_gap_ev="9.968 / 5.232" total_charge=+1 spin_multiplicity=2
N -1.311 2.636 0.095 0.002
C -0.683 1.468 -0.464 -0.001
C 0.596 0.942 0.212 0.013
N 1.185 -0.238 -0.368 0.615
C 0.457 -1.427 -0.667 0.093
C 0.129 -2.173 0.662 0.089
O 1.290 1.633 0.892 0.145
H -2.080 2.378 0.706 0.001
H -0.646 3.076 0.725 0.000
H -1.411 0.645 -0.404 -0.001
H -0.489 1.537 -1.541 0.000
H 2.205 -0.197 -0.451 0.009
H 1.083 -2.134 -1.204 0.007
H -0.455 -1.082 -1.151 0.019
H 0.948 -2.276 1.362 -0.001
H -0.167 -3.197 0.435 0.008
H -0.651 -1.591 1.159 0.001


(4)
49
Properties=species:S:1:pos:R:3:nbo_charge:R:1 method="wB97M-V/def2-TZVPD" homo_lumo_gap_ev=9.653 total_charge=+2
C -1.845 1.541 0.284 -0.657
C -1.511 0.117 0.710 -0.046
C -0.566 -0.582 -0.271 -0.478
C -1.263 -1.469 -1.280 0.128
C -2.325 -1.178 -2.002 -0.333
C -0.225 -3.230 -2.574 0.152
N -0.496 -2.680 -1.452 -0.413
N -0.709 0.333 1.979 -0.716
H -1.092 2.286 0.504 0.249
H -1.980 1.639 -0.795 0.222
H -2.739 1.981 0.713 0.243
H -2.387 -0.480 0.922 0.260
H -0.047 0.183 -0.853 0.245
H 0.252 -1.142 0.169 0.260
H -2.770 -0.193 -1.937 0.237
H -2.774 -1.764 -2.786 0.234
H 0.367 -4.126 -2.439 0.226
H -0.615 -2.936 -3.538 0.246
H -0.014 -3.067 -0.637 0.467
H -1.298 0.769 2.687 0.437
H 0.047 1.002 1.813 0.489
H -0.285 -0.538 2.318 0.472
H 3.348 -2.997 0.230 0.499
H 2.778 -1.583 0.354 0.504
O 2.516 -2.513 0.286 -0.986
H 4.391 1.197 0.158 0.493
H 4.225 0.677 1.584 0.487
O 3.920 0.536 0.680 -0.972
H 0.112 2.876 -2.562 0.491
H 0.365 4.263 -1.865 0.511
O 0.067 3.360 -1.730 -0.960
H 2.346 -0.703 -4.328 0.488
H 1.055 0.099 -4.615 0.481
O 1.401 -0.679 -4.169 -0.966
H 0.855 3.412 2.249 0.495
H -0.566 3.731 2.831 0.493
O 0.066 3.033 2.639 -0.976
H -0.043 -3.299 2.426 0.495
H 1.218 -2.829 1.632 0.519
O 0.267 -2.659 1.776 -1.011
H -4.917 1.161 1.040 0.489
H -4.787 -0.129 1.887 0.488
O -4.456 0.318 1.102 -0.968
H 2.516 -0.235 3.030 0.496
H 2.030 0.357 1.629 0.497
O 1.876 -0.292 2.316 -0.988
H 2.011 2.114 0.096 0.486
H 0.607 2.296 -0.520 0.513
O 1.075 2.018 0.308 -1.018


(5)
13
Properties=species:S:1:pos:R:3:nbo_charge:R:1 method="wB97M-V/def2-TZVPD" homo_lumo_gap_ev=9.145 smiles="C[C@@H]1C=NSC1"
C 1.357 -0.134 0.403 -0.592
C 0.143 -0.020 -0.436 -0.344
C -0.600 1.308 -0.226 0.093
N -1.840 1.286 0.321 -0.524
S -2.481 -0.333 0.052 0.361
C -0.816 -1.047 -0.061 -0.577
H 1.936 0.879 0.105 0.216
H 1.186 -0.385 1.515 0.220
H 1.996 -0.941 -0.062 0.219
H 0.609 0.008 -1.476 0.227
H -0.144 2.393 -0.337 0.209
H -0.521 -1.157 1.061 0.230
H -0.825 -1.858 -0.859 0.261


(6)
16
Properties=species:S:1:pos:R:3:nbo_charge:R:1 method="wB97M-V/def2-TZVPD" homo_lumo_gap_ev=7.220
C -1.720 0.763 0.123 -0.708
C -0.568 0.159 -0.561 0.221
C -0.790 0.480 -2.142 -0.665
C 1.383 -1.210 1.789 -0.033
C 2.470 -0.282 1.304 -0.255
H -1.334 1.436 1.231 0.263
H -2.346 1.416 -0.760 0.247
H -2.799 -0.128 0.625 0.251
H 0.231 0.200 -2.607 0.243
H -1.866 -0.242 -2.278 0.236
H -1.107 1.560 -2.520 0.231
H 1.650 -1.742 2.812 0.239
H 2.116 0.342 0.360 0.244
N 0.285 -0.728 -0.254 -0.302
N 0.236 -1.296 1.065 -0.212
S 4.157 -0.728 1.812 0.000


Computed calculated total energy (eV) in order:
-13387.0474; -120939.2339; -9328.4152; -28134.5073; -16584.4363; -19122.3650